Molecular formula: C40H39CoF5N3PSe
Method: DFT, ωB97M-V/def2-TZVPD

Geometry as ORCA input:
```
! wB97M-V def2-TZVPD RIJCOSX def2/J DEFGRID3
* xyz 1 5
Se 1.12658 1.20042 -3.09519
Co -0.19381 -0.50253 -0.75629
P 1.59751 -1.90040 0.09991
F 2.32995 2.04889 -5.67071
F 3.03162 2.70737 -1.06494
F 5.84182 4.82520 -4.17270
F 5.02310 4.41360 -1.59722
F 4.49830 3.58933 -6.22448
N -1.78433 -1.89480 -0.81562
N -0.19208 0.32076 0.96524
N -1.83868 0.65390 -1.69960
C 2.21669 -1.67605 2.85215
C 3.02823 2.59782 -4.67471
C -2.76157 -0.41135 2.07469
C 3.39547 -1.63067 -0.38245
C 0.58979 -0.10135 1.97212
C -1.93576 3.54875 0.68610
C -4.34022 4.21013 0.95303
C -4.25082 0.56274 -1.96102
C -0.90620 2.62778 0.72489
C 2.15443 -1.08537 4.11035
C -2.46977 0.96021 1.54295
C -1.17278 1.30402 1.12082
C -3.23575 3.20610 1.03566
C 3.35217 2.93769 -2.34349
C -1.75099 -3.14477 -0.39602
C 4.46931 -1.95481 0.65172
C -4.25407 1.89575 -2.40082
C 1.54164 -4.53264 -0.88239
C 4.12118 3.40242 -4.96149
C 1.31572 0.02180 4.28231
C -3.06043 2.56963 -2.46324
C -2.86649 -3.97678 -0.34429
C 0.54806 0.50078 3.25211
C 0.78349 -4.25278 1.54854
C -3.00754 -0.02116 -1.63053
C 1.70687 -3.75430 0.42521
C 2.62713 2.32428 -3.36395
C 4.40242 3.80432 -2.60774
C -1.88795 1.91438 -2.08276
C 3.53759 -0.17740 -0.80343
C -3.47418 1.91139 1.47810
C -4.16743 -2.13590 -1.14257
C 2.94870 -1.61736 5.25471
C -5.40067 -1.51676 -1.48828
C 1.48394 -1.19290 1.78188
C 0.47589 2.99217 0.30247
C -2.97361 -1.38083 -1.19173
C 4.81020 4.02606 -3.92084
C -4.08686 -3.47357 -0.72346
C -5.43990 -0.21604 -1.86296
H -1.72493 4.55366 0.35292
H 2.73991 -3.92138 0.73776
H 3.23424 0.47872 0.01229
H 3.68658 -2.34271 4.92144
H -3.73375 -0.76579 1.73556
H 5.44278 -1.85790 0.17460
H -5.18015 2.36268 -2.69920
H -4.97380 -4.08634 -0.69279
H -6.37840 0.25843 -2.10081
H -4.11344 4.98152 0.22121
H 0.56094 -4.39929 -1.33278
H 2.84591 -2.54161 2.71376
H -2.77548 -0.38119 3.16601
H -0.79177 -3.51299 -0.08520
H 4.40929 -2.96849 1.03677
H 1.27727 0.50667 5.24670
H -5.28213 3.73350 0.69176
H 2.28629 -2.10152 5.97317
H 0.49707 3.97253 -0.16482
H 2.28472 -4.21849 -1.61388
H -4.47229 4.69865 1.91843
H -1.99635 -1.12180 1.76999
H 1.36843 -4.62519 2.38659
H 3.54532 -2.27663 -1.25822
H -6.30123 -2.11011 -1.43384
H -0.10531 1.34868 3.39831
H 1.16246 3.00317 1.14868
H 4.43285 -1.25232 1.48012
H 0.84087 2.23599 -0.39466
H -0.95510 2.45678 -2.12341
H 0.15822 -5.07358 1.20558
H 2.90822 0.00857 -1.67118
H 4.56490 0.06067 -1.07425
H -2.76101 -4.99413 -0.00395
H -4.47781 1.63547 1.76824
H 0.14164 -3.46274 1.93779
H 1.68669 -5.59613 -0.69777
H 3.45332 -0.80154 5.76855
H -3.01087 3.58901 -2.80952
*
```

The value obtained for the LUMO energy (alpha / beta) is -3.23 / -5.32 eV. Its relative energy (zero: lowest compared OMol25 entry of this formula, charge and spin) is 26.2 kcal per mole. Its HOMO energy (alpha / beta) is -9.42 / -9.46 eV. As for the expectation value of S²: 6.0323.



Molecular formula: C40H40BiOP3S
Method: DFT, ωB97M-V/def2-TZVPD

Geometry as ORCA input:
```
! wB97M-V def2-TZVPD RIJCOSX def2/J DEFGRID3
* xyz 2 1
Bi 0.01413 0.22852 -0.09676
S 0.09458 -3.30161 0.18051
P -2.91985 0.05215 0.19730
P -0.68294 0.18047 2.44699
P 2.69129 0.83127 -0.15951
O 1.06454 -2.42032 -0.55490
C -0.83625 -5.21445 -3.26968
C 2.06024 1.12470 -2.88703
C 1.36014 -6.02864 2.87986
C -0.20037 3.57455 0.01373
C 0.57468 -5.11849 2.18822
C 1.94504 2.48618 -0.10810
C 1.94144 0.63717 -4.18187
C 0.45045 4.80454 -0.02808
C -1.99437 -1.06534 2.59245
C -3.13198 -0.97504 -1.30706
C 2.59531 3.71013 -0.15193
C 1.83504 4.87274 -0.10970
C -1.94409 -5.95882 -2.88745
C 1.10063 -4.49947 1.06451
C 4.41165 1.02524 0.37524
C -2.40382 -5.91488 -1.57637
C 0.65137 -0.29311 3.58196
C 0.54793 2.40877 -0.00829
C -3.94070 -2.13698 1.65658
C -3.05876 -2.87425 3.76769
C -4.56510 0.84378 0.36831
C 5.93524 1.57499 2.15028
C 6.76043 1.17684 -0.07591
C -1.75927 -5.11342 -0.64919
C 6.99423 1.48951 1.25522
C 3.18787 -0.91377 -2.23611
C -2.05609 -1.91929 3.68902
C -1.33364 1.74386 3.10768
C -0.64976 -4.37896 -1.04804
C 2.65024 -6.29901 2.44397
C -2.95016 -1.16724 1.56739
C 4.64370 1.33735 1.71498
C 5.46940 0.93902 -0.52462
C 3.16552 -5.66304 1.32179
C -0.18029 -4.41085 -2.34768
C 2.44450 -0.61450 -4.50197
C 2.69238 0.35156 -1.91186
C 3.07268 -1.38578 -3.53112
C -3.99359 -2.99033 2.75021
C 2.38960 -4.74864 0.62578
H -2.09520 -5.06296 0.38134
H 0.99445 -1.30224 3.35143
H -0.12758 5.71869 0.00832
H 1.69588 2.11595 -2.64397
H 3.67605 3.75127 -0.21545
H -3.10770 -3.52988 4.62731
H -4.77059 -3.74101 2.81129
H 1.48155 0.40251 3.45766
H 0.30704 -0.24075 4.61493
H 8.00462 1.66568 1.59882
H 0.68075 -3.81583 -2.62772
H -4.06954 -1.52985 -1.28156
H -0.43806 -4.90107 2.50370
H -4.63155 1.35978 1.32527
H -3.26265 -6.50367 -1.28240
H -2.45572 -6.57602 -3.61366
H -0.48417 -5.26638 -4.29123
H -5.35334 0.09448 0.30853
H 2.35639 -0.98552 -5.51459
H -1.33210 -1.84482 4.49022
H 5.29122 0.70606 -1.56566
H 6.11843 1.82958 3.18559
H -4.69418 1.56816 -0.43612
H 1.47044 1.24564 -4.94260
H -1.28224 3.54286 0.07383
H 0.97274 -6.52397 3.76038
H 3.66314 -1.51853 -1.47280
H 4.16985 -5.88551 0.98762
H 7.58684 1.12435 -0.77204
H -2.30464 -1.67873 -1.40635
H -0.51483 2.45914 3.19354
H 2.32069 5.83894 -0.14296
H 3.81028 1.40873 2.40509
H 3.25834 -7.01319 2.98317
H -2.10021 2.15269 2.45166
H 2.77044 -4.22379 -0.24157
H 3.46953 -2.35889 -3.78984
H -1.76147 1.55980 4.09390
H -4.68982 -2.22646 0.87905
H -3.14392 -0.32247 -2.18182
*
```

The value obtained for the LUMO energy is -5.91 eV. Its relative energy (zero: lowest compared OMol25 entry of this formula, charge and spin) is 19.2 kcal per mole. Its HOMO energy is -13.30 eV.



Molecular formula: C40H40Br2N7O9SbZr
Method: DFT, ωB97M-V/def2-TZVPD

Geometry as ORCA input:
```
! wB97M-V def2-TZVPD RIJCOSX def2/J DEFGRID3
* xyz 2 1
Sb -1.38747 -0.13567 -1.48454
Zr 1.45043 -0.31587 0.01823
Br 5.87149 -0.07001 2.19132
Br 6.38557 5.10274 0.00466
O 1.39136 -0.80884 2.27099
O -3.69966 -4.35253 3.08951
O -1.24636 -1.28370 7.89460
O -0.91704 1.52941 2.48746
O 0.70414 1.42836 1.01833
O 3.36562 -0.07987 0.41932
O -0.16683 -1.54253 0.95428
O -0.05752 0.17584 6.83327
O -4.36689 -3.79200 5.06523
N -3.60150 -3.74329 4.13264
N 1.15267 2.32540 3.04957
N 2.24496 -2.54484 0.16489
N 1.91951 -0.97084 -2.21160
N 2.50246 2.48209 2.72619
N 2.39728 1.77232 -1.16980
N -0.75746 -0.82047 6.89733
C 2.56917 3.92570 -2.20385
C -2.26175 2.70004 -0.76612
C 5.91578 2.49204 0.93823
C -0.92605 -2.48922 -5.14858
C -4.12072 3.91046 -1.69164
C -2.82030 -1.48324 -0.70313
C -2.42594 -2.85212 4.27264
C -3.47361 -3.72656 -0.09964
C -2.54309 1.62290 -1.60326
C -3.62415 1.69250 -2.47958
C 3.53610 -2.95562 -0.45233
C 4.25107 3.28786 -0.63100
C 0.33466 1.75641 2.16964
C -2.53116 -2.84419 -0.60224
C -2.14773 -2.32283 5.51980
C -0.22548 -1.22367 4.54197
C 5.22568 1.26925 1.04298
C -0.98410 -1.55693 -6.17541
C 5.43964 3.47777 0.12318
C 3.69922 4.23918 -1.51491
C 4.07207 1.05400 0.33935
C 0.26676 -1.36937 2.13865
C -3.04947 3.84244 -0.81166
C 0.71102 2.40760 -2.83657
C 1.93478 2.67657 -2.02013
C 3.28074 -1.50024 -2.52588
C -1.19880 -0.21816 -5.88198
C -4.70927 -3.25332 0.32685
C -4.05437 -1.01441 -0.26842
C -0.55405 -1.75593 3.30369
C -1.04713 -1.49357 5.61490
C -1.45259 1.96836 3.75852
C 3.47774 -2.89559 -1.96567
C -1.67276 -2.56873 3.15051
C 3.56716 2.06681 -0.50435
C -1.07679 -2.07918 -3.83027
C -1.34686 0.19382 -4.56324
C -1.28883 -0.73359 -3.52552
C -4.40839 2.83687 -2.52368
C -4.99526 -1.90055 0.24711
H 1.81151 -0.09644 -2.72061
H -1.53257 1.24154 -4.35543
H 1.52089 -3.20939 -0.10333
H -1.56325 -3.23017 -0.90372
H 6.82514 2.63811 1.50399
H -0.78135 -3.53766 -5.37456
H -1.06852 -2.82973 -3.04660
H 4.30155 -2.28246 -0.06876
H -4.29986 0.03850 -0.33490
H -1.26190 0.50812 -6.68174
H -3.86268 0.85703 -3.12795
H 0.64427 -0.59459 4.66430
H -2.82858 4.68027 -0.16299
H -5.24613 2.88848 -3.20631
H -0.87561 -1.87579 -7.20327
H 0.82886 2.82744 -3.83514
H 0.50370 1.34664 -2.94648
H -0.93225 1.48276 4.58581
H 0.82013 2.55353 3.97572
H -0.16500 2.87790 -2.38560
H 2.77237 3.44991 2.85370
H 3.06728 1.88318 3.31879
H 4.18719 5.19480 -1.64968
H -5.95625 -1.52848 0.57759
H 2.13942 4.62317 -2.90944
H -2.49152 1.65860 3.74754
H -5.44013 -3.94185 0.72839
H 2.69333 -3.56185 -2.34474
H -1.39515 3.05384 3.83263
H -1.95785 -2.96784 2.18525
H 3.41338 -1.51321 -3.60823
H -3.24658 -4.78241 -0.02971
H -1.42390 2.65198 -0.07914
H 1.22597 -1.58937 -2.63736
H 3.78210 -3.96826 -0.13072
H 4.00987 -0.80842 -2.10257
H -2.77163 -2.53956 6.37574
H 2.34355 -2.64842 1.17373
H -4.73408 4.80078 -1.72854
H 4.41662 -3.28997 -2.35648
*
```

The value obtained for the LUMO energy is -5.47 eV. Its relative energy (zero: lowest compared OMol25 entry of this formula, charge and spin) is 14.0 kcal per mole. Its HOMO energy is -12.99 eV.



Molecular formula: C40H40Br2N7O9SbZr
Method: DFT, ωB97M-V/def2-TZVPD

Geometry as ORCA input:
```
! wB97M-V def2-TZVPD RIJCOSX def2/J DEFGRID3
* xyz 2 1
Sb -0.96634 1.40494 2.35519
Zr 0.07154 -0.92012 -0.29682
Br -4.11572 -6.90076 -0.20696
Br -1.58367 -3.62232 3.62349
O -0.93038 -1.96502 1.08752
O 3.16591 -2.91250 -6.38989
O -2.02759 1.97875 -2.47878
O 1.86514 0.19551 -1.14669
O 6.65112 1.93201 -4.80703
O 5.72871 2.55981 -2.96140
O 4.79587 -1.79103 -7.24964
O 0.91097 -1.35537 -2.32418
O -1.20408 0.53614 -1.07693
N -1.55040 -2.38989 -1.39018
N 3.96571 -2.00135 -6.40164
N 1.68872 -0.74305 1.42668
N -3.40983 1.03387 -0.91695
N 1.17476 -3.05248 -0.30241
N 5.81810 1.84941 -3.93926
N -3.60112 0.12636 0.12873
C 2.63096 -3.03579 0.00207
C 4.81492 0.76613 -4.06964
C 1.18072 2.41673 4.38143
C 4.88405 -0.07862 -5.16079
C -2.56385 2.57875 3.07699
C -1.90509 -2.53291 -2.66059
C -2.20712 1.16498 -1.47444
C -4.71198 4.02652 4.09440
C -0.07019 4.46249 -0.66817
C 1.31600 4.46137 -0.76909
C 2.05562 2.29059 5.45117
C -3.03742 -4.62039 -2.20827
C -1.64162 -3.07096 0.85858
C -2.03616 -3.95548 1.83062
C 1.85773 -0.51078 -2.19996
C -2.49737 3.97129 3.15374
C -2.63783 -3.66322 -3.08990
C 0.43381 1.31960 3.95008
C -1.61445 -1.47518 -3.68300
C -2.77966 -5.10429 1.49655
C 2.18546 1.07146 6.10568
C 2.90440 -0.36553 -3.22525
C -3.12041 -5.35582 0.19971
C 0.03829 2.81969 1.10899
C 1.43990 -0.02302 5.69263
C 2.93634 -1.23445 -4.30798
C 2.06348 3.65010 0.07032
C -3.57150 4.69061 3.66011
C 1.96682 -1.96686 2.23302
C -3.09754 2.81699 -2.97138
C -0.70070 3.64424 0.25829
C 1.42938 2.83989 1.00499
C 2.88324 -2.93920 1.49884
C 3.92924 -1.07200 -5.24899
C -4.78436 2.64374 4.02309
C -3.71354 1.91974 3.51273
C -2.73469 -4.46632 -0.83606
C 3.84916 0.64585 -3.09689
C -1.98807 -3.33207 -0.48548
C 0.56685 0.10120 4.61749
H -3.77226 0.83554 3.47950
H 2.75994 -3.92280 1.95721
H 1.03754 -3.39781 -1.24892
H -1.04728 -0.64165 -3.29200
H 1.08159 3.37584 3.88771
H 0.70475 -3.70982 0.31767
H 1.00357 -2.41910 2.45681
H -0.02202 -0.75689 4.30390
H 3.14508 3.66198 0.01348
H -2.65375 3.40577 -3.76464
H 1.41657 -0.00770 2.08236
H 2.03812 2.24617 1.67738
H -4.32801 -0.53329 -0.12284
H 3.06778 -2.18373 -0.52165
H -5.66864 2.12749 4.37375
H -3.86308 0.62513 0.97334
H 5.65056 0.03500 -5.91460
H -2.88104 -3.74496 -4.14092
H -5.54400 4.58991 4.49611
H -3.51594 5.76937 3.72455
H -3.90285 2.20467 -3.37660
H 2.42028 -1.68213 3.18111
H -1.61030 4.49676 2.82325
H -1.78444 3.67777 0.34209
H 2.21056 -2.02603 -4.42420
H -4.17884 1.60154 -1.24177
H 3.92961 -2.66593 1.64596
H -3.07850 -5.78580 2.28108
H -3.45110 3.47754 -2.17978
H -1.06905 -1.90272 -4.52503
H -0.65585 5.11758 -1.30174
H -2.56576 -1.11196 -4.07993
H 3.11792 -3.92796 -0.39058
H 2.62943 3.14652 5.78152
H -3.59559 -5.48448 -2.54291
H 1.52843 -0.96815 6.21415
H 3.82841 1.32992 -2.26054
H 2.86109 0.97898 6.94600
H 2.54612 -0.39899 0.99463
H 1.81068 5.10638 -1.48343
*
```

The value obtained for the LUMO energy is -5.72 eV. Its relative energy (zero: lowest compared OMol25 entry of this formula, charge and spin) is 21.8 kcal per mole. Its HOMO energy is -12.98 eV.



Molecular formula: C40H40BrCrN5O8
Method: DFT, ωB97M-V/def2-TZVPD

Geometry as ORCA input:
```
! wB97M-V def2-TZVPD RIJCOSX def2/J DEFGRID3
* xyz -1 4
Br -20.19947 5.22893 3.42892
Cr -17.31970 3.20919 3.21798
O -15.72570 0.13578 2.05059
O -16.35168 2.98039 1.53239
O -18.18377 2.64176 7.09552
O -13.78201 1.33333 2.01880
O -18.98026 2.84186 2.29961
O -18.18848 3.24558 4.89690
O -16.27941 4.74956 3.71523
O -15.85042 5.10117 5.83653
N -16.11156 1.87959 4.33618
N -17.94847 6.60246 7.14541
N -17.82992 4.18458 0.24835
N -13.71615 1.88213 -0.63738
N -16.88869 3.69368 -3.17315
C -25.08639 2.85451 4.32340
C -14.00467 0.92755 4.91192
C -14.97944 1.30299 4.00407
C -22.94468 2.01954 3.35821
C -24.39175 0.50559 4.63934
C -18.31735 8.36734 3.37293
C -19.30491 4.91009 11.55864
C -21.08781 3.57139 3.20716
C -20.29987 5.97177 7.54942
C -21.06143 -0.93898 1.33506
C -16.47177 1.89004 5.60661
C -18.87981 8.25734 5.70372
C -20.03303 0.12957 1.80427
C -18.65504 5.74012 9.27216
C -14.88218 0.83137 2.60288
C -21.30445 5.54253 8.42903
C -16.45557 3.45985 -2.10986
C -25.13159 1.27583 2.36882
C -19.07931 -0.47265 2.89830
C -14.31900 1.04549 6.27278
C -16.67754 3.41956 0.37783
C -17.74258 2.60630 5.94995
C -19.00663 6.10377 7.93692
C -20.22046 2.56815 2.74181
C -22.10111 1.06463 2.87284
C -20.94576 5.15693 9.68434
C -15.91074 3.17315 -0.83327
C -18.10560 7.09089 5.81924
C -19.60929 5.26760 10.12249
C -24.39028 1.67830 3.64993
C -16.44933 5.42962 4.80152
C -15.63086 1.46529 6.62940
C -20.80983 1.28827 2.45528
C -14.74031 2.42306 -0.73273
C -19.30860 0.47923 0.54383
C -22.42116 3.32755 3.46054
C -17.22819 5.89126 9.66459
C -17.39525 6.58292 4.72317
C -19.02614 8.87168 4.47126
C -17.59127 7.21583 3.47299
H -13.01854 0.51331 4.57960
H -20.56559 6.20585 6.50657
H -16.54606 5.26777 9.12175
H -24.65480 3.26450 5.22685
H -19.93129 0.90415 -0.27619
H -18.73340 5.63753 12.12966
H -17.10754 6.04587 7.21342
H -19.58448 9.81148 4.37320
H -18.50766 1.18065 0.69243
H -21.47131 -1.39113 2.17111
H -19.25851 8.60300 6.58888
H -13.75984 1.37997 1.05366
H -21.86953 -0.54963 0.71720
H -18.25350 0.19343 3.16949
H -19.76244 -0.49568 3.77517
H -25.25138 2.15138 1.71712
H -18.77696 -1.53750 2.69527
H -18.70636 3.99840 11.51701
H -25.41198 0.17816 4.93662
H -24.59138 0.51827 1.85180
H -26.19279 1.03637 2.57025
H -18.30785 8.82681 2.41944
H -25.23991 3.69594 3.61055
H -22.58969 0.08881 2.76926
H -18.80397 -0.36738 0.12912
H -18.06727 4.43517 -0.68931
H -20.30764 4.73631 11.99182
H -22.30731 5.30959 8.00271
H -23.06527 4.18689 3.82354
H -21.76075 4.79927 10.29536
H -17.06216 5.70109 10.72580
H -20.49441 -1.71352 0.78289
H -18.57767 4.18659 0.94181
H -16.10123 1.57119 7.58444
H -26.08465 2.52520 4.53307
H -23.81223 0.76553 5.53918
H -16.88234 6.93572 9.54372
H -13.56322 0.70546 6.94418
H -23.97620 -0.40122 4.19795
H -17.03867 6.92421 2.57242
*
```

The value obtained for the LUMO energy (alpha / beta) is 1.41 / 1.58 eV. Its relative energy (zero: lowest compared OMol25 entry of this formula, charge and spin) is 11.4 kcal per mole. Its HOMO energy (alpha / beta) is -5.51 / -5.50 eV. As for the expectation value of S²: 3.7716.



no.,calculated total energy (hartree)
1,-6336.614563
2,-3259.831308
3,-8043.617308
4,-8043.604854
5,-6042.697386